Record 1
{"formula": "C12H16N2", "method": "ωB97M-V with the def2-TZVPD basis set", "elements": ["C", "C", "C", "C", "C", "C", "C", "H", "H", "H", "H", "H", "H", "H", "H", "C", "C", "C", "C", "C", "N", "N", "H", "H", "H", "H", "H", "H", "H", "H"], "coordinates": [[-3.1855, 2.6649, 0.8429], [0.1116, 1.3534, -0.5331], [-1.0944, 1.4190, 0.1653], [0.5137, 2.4346, -1.2896], [-1.8688, 2.5702, 0.1177], [-0.2125, 3.6270, -1.2700], [-1.3323, 3.7253, -0.4642], [0.7496, 0.5188, -0.3490], [-1.5305, 0.5809, 0.6969], [1.4081, 2.3502, -1.8924], [0.2021, 4.5013, -1.7545], [-3.3368, 1.8817, 1.5763], [-4.0437, 2.5560, 0.1710], [-1.8654, 4.6627, -0.3717], [-3.2720, 3.6630, 1.2241], [0.8470, -2.1313, -1.0694], [1.7831, -2.9603, -1.9168], [0.8607, -2.3628, 0.4127], [1.9791, -2.2815, 1.2033], [0.2194, -2.7950, 2.4088], [-0.2299, -2.5781, 1.2000], [1.5615, -2.6133, 2.4688], [1.1539, -1.0898, -1.1610], [-0.1805, -2.0076, -1.4200], [1.8694, -4.0197, -1.6554], [3.0331, -2.2811, 0.9796], [-0.3951, -3.0358, 3.2592], [2.0589, -2.7494, 3.3269], [2.7813, -2.5351, -1.9957], [1.4148, -3.0683, -2.9108]], "lowdin_charge": [-0.05, -0.08, -0.04, -0.10, -0.28, -0.09, -0.06, 0.07, 0.11, 0.10, 0.10, 0.07, 0.08, 0.11, 0.07, -0.21, -0.10, -0.33, -0.06, -0.21, 0.09, 0.04, 0.07, 0.12, 0.08, 0.12, 0.11, 0.14, 0.07, 0.05], "e_tot_ev": -15683.301, "homo_lumo_gap_ha": 0.346, "smiles": "CCc1c[nH]cn1.Cc1ccccc1", "de_lowest_ev": 0.798}

Record 2
{"formula": "C52H120N8O8", "method": "ωB97M-V with the def2-TZVPD basis set", "elements": ["C", "C", "C", "O", "C", "N", "H", "H", "H", "H", "H", "H", "H", "H", "H", "H", "H", "C", "C", "C", "O", "C", "N", "H", "H", "H", "H", "H", "H", "H", "H", "H", "H", "H", "C", "C", "C", "O", "C", "N", "H", "H", "H", "H", "H", "H", "H", "H", "H", "H", "H", "C", "C", "C", "O", "C", "N", "H", "H", "H", "H", "H", "H", "H", "H", "H", "H", "H", "C", "C", "C", "C", "C", "C", "N", "O", "C", "C", "C", "H", "H", "H", "H", "H", "H", "H", "H", "H", "H", "H", "H", "H", "H", "H", "H", "H", "H", "H", "C", "C", "C", "C", "C", "C", "N", "O", "C", "C", "C", "H", "H", "H", "H", "H", "H", "H", "H", "H", "H", "H", "H", "H", "H", "H", "H", "H", "H", "H", "C", "C", "C", "C", "C", "C", "N", "O", "C", "C", "C", "H", "H", "H", "H", "H", "H", "H", "H", "H", "H", "H", "H", "H", "H", "H", "H", "H", "H", "H", "C", "C", "C", "C", "C", "C", "N", "O", "C", "C", "C", "H", "H", "H", "H", "H", "H", "H", "H", "H", "H", "H", "H", "H", "H", "H", "H", "H", "H", "H"], "coordinates": [[-1.4019, -0.4660, 1.6064], [-1.9784, 0.2511, 0.3395], [-2.2513, -0.7717, -0.7487], [-1.1327, -1.4674, -1.2011], [0.0050, -0.7041, -1.5677], [-3.2641, 0.8456, 0.8659], [-0.5313, -1.0579, 1.3238], [-2.0604, -1.2499, 1.9806], [-0.9629, 0.2948, 2.2517], [-1.2772, 0.9944, -0.0398], [-2.7338, -0.3442, -1.6276], [-3.0278, -1.3368, -0.2331], [0.4799, -1.4146, -2.2443], [0.5643, -0.4660, -0.6629], [-0.1848, 0.1525, -2.2144], [-3.8121, 0.9469, 0.0237], [-3.7803, 0.1466, 1.3807], [2.5787, -3.5430, 7.1788], [2.5849, -5.0846, 7.1790], [3.5301, -5.4822, 6.0433], [3.4995, -6.9366, 5.9756], [4.2444, -7.4268, 4.8521], [3.1401, -5.4420, 8.4433], [1.6500, -3.0184, 7.4034], [3.0537, -3.0926, 6.3072], [3.1858, -3.0962, 7.9661], [1.5863, -5.4884, 7.0121], [4.5549, -5.1897, 6.2717], [3.2015, -5.2075, 5.0409], [3.8380, -7.3786, 3.8419], [4.2622, -8.4985, 5.0500], [5.2605, -7.0366, 4.9102], [2.5760, -4.9543, 9.1245], [2.9664, -6.4203, 8.6246], [-8.0852, -0.4536, 6.5689], [-7.3819, -1.7959, 6.5661], [-7.7842, -2.7299, 7.7302], [-6.8726, -3.8694, 7.7908], [-5.5010, -3.5745, 7.9950], [-7.5468, -2.4722, 5.2057], [-7.8521, 0.2188, 7.3945], [-9.1638, -0.6097, 6.5840], [-7.9439, 0.1902, 5.7007], [-6.3656, -1.4815, 6.8035], [-8.8390, -2.9686, 7.5946], [-7.6051, -2.2532, 8.6939], [-5.0689, -3.1924, 7.0702], [-4.9260, -4.4489, 8.2999], [-5.4662, -2.7785, 8.7388], [-8.5076, -2.6946, 4.9873], [-7.1682, -3.4071, 5.2581], [-5.4311, 6.0730, -5.8254], [-5.5470, 5.0266, -4.7691], [-6.2262, 3.7004, -5.1657], [-6.6513, 2.8499, -4.0526], [-7.2513, 1.6290, -4.5183], [-4.2975, 4.7752, -4.1706], [-6.3821, 6.0910, -6.3578], [-4.6630, 5.8558, -6.5676], [-5.1031, 7.0404, -5.4449], [-6.1504, 5.3981, -3.9410], [-5.5772, 3.0837, -5.7875], [-7.0999, 3.9062, -5.7841], [-7.7340, 1.0951, -3.6998], [-6.5755, 0.9375, -5.0215], [-8.1075, 1.7760, -5.1767], [-4.4887, 4.2539, -3.3269], [-3.9889, 5.6265, -3.7232], [-4.5073, 7.7126, 6.1585], [-3.3805, 8.7592, 5.6588], [-2.6489, 9.2362, 6.9739], [-1.2960, 9.9574, 6.7824], [-0.4719, 8.9617, 5.9808], [-1.0499, 8.4432, 4.6376], [-2.4783, 8.0477, 4.7880], [-3.1081, 7.6381, 3.6338], [-0.9309, 9.6689, 3.6875], [-0.1678, 7.2723, 4.0403], [-4.0206, 10.0509, 5.0669], [-4.9751, 7.4311, 5.2151], [-5.2832, 8.0176, 6.8606], [-4.0387, 6.7974, 6.5204], [-3.1623, 9.9655, 7.6005], [-2.4833, 8.4186, 7.6755], [-0.8040, 10.1403, 7.7377], [-1.4607, 10.8752, 6.2181], [-0.1197, 8.0825, 6.5203], [0.5370, 9.2229, 5.6614], [-1.4623, 9.4841, 2.7539], [-1.4298, 10.5447, 4.1026], [0.0975, 9.9107, 3.4190], [-0.3004, 6.3529, 4.6106], [-0.4471, 6.9835, 3.0270], [0.9135, 7.4063, 4.0112], [-4.5878, 9.7829, 4.1755], [-3.3795, 10.9041, 4.8456], [-4.8305, 10.3541, 5.7305], [-3.3534, 6.7329, 3.8389], [11.4183, -1.4141, 1.1769], [10.7416, -2.6140, 0.4292], [9.2384, -2.6406, 0.7790], [8.4596, -1.5031, 0.0596], [8.6508, -1.6427, -1.4577], [10.1854, -1.6948, -1.8397], [10.9801, -2.5535, -1.0213], [12.3266, -2.5628, -1.3928], [10.1242, -2.0947, -3.2528], [10.8417, -0.3165, -1.9973], [11.2156, -4.0414, 0.8828], [12.4125, -1.3354, 0.7371], [11.0470, -0.4181, 0.9355], [11.5303, -1.5627, 2.2509], [8.7831, -3.6222, 0.6472], [9.1168, -2.4604, 1.8471], [7.4383, -1.4590, 0.4378], [8.8976, -0.5536, 0.3671], [8.1503, -0.7670, -1.8709], [8.0948, -2.5299, -1.7607], [9.2833, -1.7313, -3.8434], [9.9886, -3.1762, -3.2584], [11.0343, -1.9118, -3.8241], [10.2711, 0.2498, -2.7333], [11.8625, -0.3509, -2.3779], [11.0738, 0.1440, -1.0370], [12.2985, -4.1058, 0.7760], [10.9165, -4.3029, 1.8978], [10.8925, -4.8587, 0.2380], [12.5194, -3.4728, -1.6302], [0.6233, 3.4193, -9.8565], [2.0906, 3.8765, -9.7816], [2.5155, 4.3036, -11.2471], [3.6028, 5.3236, -11.4246], [3.3412, 6.5491, -10.5169], [3.3175, 6.0971, -9.0287], [2.3254, 5.0159, -8.8294], [2.1394, 4.6389, -7.4656], [4.7044, 5.7161, -8.5049], [2.9161, 7.3154, -8.2521], [3.0050, 2.6592, -9.3498], [0.2312, 3.1388, -8.8789], [0.5826, 2.6645, -10.6418], [-0.0406, 4.2557, -10.0751], [2.9198, 3.4235, -11.7471], [1.7058, 4.5310, -11.9405], [3.6401, 5.7072, -12.4442], [4.5551, 4.8711, -11.1482], [2.3951, 7.0083, -10.8035], [4.1558, 7.2251, -10.7766], [5.1243, 4.7706, -8.8480], [5.4484, 6.5060, -8.4026], [4.6424, 5.6941, -7.4169], [1.8617, 7.5780, -8.3379], [3.0846, 7.3665, -7.1764], [3.4611, 8.1524, -8.6887], [4.0776, 2.8454, -9.2958], [2.8614, 1.7590, -9.9475], [2.8185, 2.4741, -8.2920], [1.2222, 4.8163, -7.2447], [-6.7621, -10.8694, 0.8023], [-5.7204, -9.6684, 0.4468], [-5.1853, -9.2698, 1.9241], [-3.8817, -8.4214, 1.7829], [-2.8722, -9.0664, 0.8590], [-3.3839, -9.4652, -0.5462], [-4.6630, -10.1521, -0.4220], [-5.1304, -10.7506, -1.6301], [-3.5182, -8.2319, -1.4244], [-2.3703, -10.4975, -1.1410], [-6.5138, -8.5519, -0.2894], [-7.5532, -11.0300, 0.0699], [-7.3131, -10.5593, 1.6901], [-6.3107, -11.8425, 0.9959], [-5.9457, -8.7335, 2.4918], [-5.0720, -10.1615, 2.5406], [-3.4389, -8.2147, 2.7572], [-4.1967, -7.4723, 1.3493], [-2.3369, -9.9609, 1.1776], [-2.0168, -8.3959, 0.7767], [-3.9316, -7.3525, -0.9305], [-2.5323, -7.8484, -1.6869], [-4.0377, -8.4068, -2.3665], [-2.5789, -10.8082, -2.1647], [-1.3545, -10.1145, -1.2385], [-2.2871, -11.3249, -0.4363], [-5.9205, -7.6375, -0.2889], [-7.4571, -8.3041, 0.1974], [-6.6484, -8.7852, -1.3456], [-4.5690, -11.5125, -1.7913]], "lowdin_charge": [-0.06, -0.41, -0.25, -0.18, -0.10, 0.03, 0.06, 0.08, 0.08, 0.12, 0.12, 0.12, 0.09, 0.08, 0.09, 0.05, 0.06, -0.07, -0.44, -0.19, -0.21, -0.12, 0.03, 0.07, 0.07, 0.07, 0.14, 0.13, 0.12, 0.08, 0.08, 0.08, 0.07, 0.08, -0.09, -0.42, -0.16, -0.22, -0.11, 0.05, 0.08, 0.07, 0.08, 0.11, 0.12, 0.12, 0.08, 0.09, 0.09, 0.06, 0.05, -0.06, -0.50, -0.17, -0.19, -0.12, 0.03, 0.08, 0.08, 0.08, 0.14, 0.12, 0.11, 0.08, 0.08, 0.08, 0.07, 0.08, -0.02, -0.46, -0.14, -0.16, -0.17, -0.45, -0.14, 0.00, -0.04, -0.03, -0.03, 0.06, 0.08, 0.08, 0.11, 0.11, 0.11, 0.10, 0.11, 0.11, 0.08, 0.06, 0.08, 0.07, 0.07, 0.08, 0.08, 0.07, 0.08, 0.11, -0.02, -0.46, -0.15, -0.18, -0.11, -0.53, -0.12, 0.00, -0.09, -0.04, -0.04, 0.07, 0.06, 0.08, 0.11, 0.11, 0.11, 0.10, 0.12, 0.12, 0.09, 0.09, 0.09, 0.09, 0.08, 0.07, 0.07, 0.08, 0.08, 0.11, -0.04, -0.44, -0.15, -0.19, -0.13, -0.52, -0.09, -0.01, -0.04, -0.07, -0.03, 0.08, 0.09, 0.08, 0.11, 0.11, 0.11, 0.11, 0.12, 0.12, 0.07, 0.09, 0.07, 0.09, 0.08, 0.08, 0.06, 0.08, 0.07, 0.10, -0.04, -0.43, -0.10, -0.17, -0.14, -0.51, -0.13, -0.01, -0.04, -0.03, -0.03, 0.07, 0.06, 0.07, 0.11, 0.10, 0.11, 0.10, 0.11, 0.12, 0.07, 0.08, 0.09, 0.08, 0.08, 0.08, 0.06, 0.08, 0.08, 0.09], "e_tot_ev": -84157.983, "homo_lumo_gap_ha": 0.304, "smiles": "CC1(C)CCCC(C)(C)N1O.CC1(C)CCCC(C)(C)N1O.CC1(C)CCCC(C)(C)N1O.CC1(C)CCCC(C)(C)N1O.COC[C@H](C)N.COC[C@H](C)N.COC[C@H](C)N.COC[C@H](C)N", "de_lowest_ev": 5.752}

Record 3
{"formula": "CHNS4", "method": "ωB97M-V with the def2-TZVPD basis set", "elements": ["C", "N", "S", "S", "S", "S", "H"], "coordinates": [[0.5472, -0.0696, -0.2038], [0.1358, 1.0624, -0.0992], [-1.6223, -1.7327, -0.2382], [-1.4812, 1.4467, -0.1064], [-2.2843, -0.1897, 0.7808], [2.0696, -0.8239, -0.1880], [2.6352, 0.3067, 0.0546]], "lowdin_charge": [-0.79, -0.42, 0.11, 0.46, -0.05, 0.84, -0.14], "e_tot_ev": -45881.843, "homo_lumo_gap_ha": [0.248, 0.248], "de_lowest_ev": 1.682}

Record 4
{"formula": "C2H4ClO", "method": "ωB97M-V with the def2-TZVPD basis set", "elements": ["C", "C", "O", "Cl", "H", "H", "H", "H"], "coordinates": [[-0.7427, 1.3359, -0.0812], [0.4730, -1.1972, 0.0259], [-0.8719, 0.1609, -0.2082], [1.8895, -0.3910, 0.4429], [-1.7577, 1.8566, 0.0712], [0.2855, 1.6883, -0.0286], [0.5973, -1.6130, -1.0843], [0.1270, -1.8406, 0.8621]], "lowdin_charge": [0.05, -0.33, -0.01, 0.78, 0.18, 0.09, 0.14, 0.10], "total_charge": 1, "e_tot_ev": -16698.151, "homo_lumo_gap_ha": 0.397, "de_lowest_ev": 0.908}

Record 5
{"formula": "C32H51ClN3O5Ru", "method": "ωB97M-V with the def2-TZVPD basis set", "elements": ["O", "C", "C", "C", "H", "C", "H", "C", "H", "C", "H", "C", "H", "H", "C", "C", "H", "H", "H", "C", "C", "H", "H", "H", "H", "Ru", "Cl", "C", "O", "N", "C", "C", "H", "H", "H", "H", "H", "H", "H", "H", "H", "C", "C", "N", "H", "C", "O", "H", "H", "H", "H", "H", "H", "C", "C", "N", "H", "C", "O", "H", "H", "H", "H", "C", "C", "C", "C", "C", "C", "C", "C", "C", "C", "C", "C", "O", "H", "H", "H", "H", "H", "H", "H", "H", "H", "H", "H", "H", "H", "H", "H", "H", "H"], "coordinates": [[2.4766, -0.7615, -1.7549], [3.3061, -1.6217, -2.0576], [2.9883, -3.0434, -2.2850], [1.6732, -3.4536, -2.6351], [0.8191, -2.7903, -2.4490], [1.5018, -4.6860, -3.2737], [0.5135, -5.0036, -3.6161], [2.6132, -5.5080, -3.5213], [2.5016, -6.3748, -4.1696], [3.8659, -5.1877, -2.9826], [4.6945, -5.8794, -3.1220], [4.0432, -3.9753, -2.3293], [5.0049, -3.7180, -1.8891], [4.3800, -1.3526, -2.1308], [3.6865, -1.0947, 2.8100], [2.2695, -1.5754, 2.8348], [4.3786, -1.8542, 3.2039], [3.8116, -0.1551, 3.3749], [3.9813, -0.9033, 1.7674], [1.7651, -2.7813, 2.3961], [2.1202, -4.1704, 2.8367], [0.9677, -2.7234, 1.6476], [2.8877, -4.6293, 2.2050], [1.2237, -4.7991, 2.8005], [2.4571, -4.2006, 3.8831], [0.9148, -0.2981, 2.9972], [-0.4241, -1.6121, 4.2252], [-1.9361, 0.8095, 2.8905], [-0.7497, 1.2224, 2.9732], [-3.0010, 1.5831, 3.1770], [-2.8815, 3.0142, 3.4227], [-4.3006, 0.9895, 3.4701], [-2.1788, -0.2264, 2.6021], [-1.8422, 3.3347, 3.3284], [-3.2532, 3.2492, 4.4301], [-3.5029, 3.5638, 2.6940], [-4.3655, 0.0057, 2.9903], [-5.1044, 1.6351, 3.0864], [-4.4377, 0.8686, 4.5586], [1.2232, 0.5453, -5.7357], [-0.7164, 0.8929, -4.6604], [1.7020, 0.2672, -4.7838], [-0.3449, 1.0948, -3.6468], [1.1053, 1.0475, -3.7068], [2.7738, 0.4932, -4.8224], [1.8809, 1.5668, -2.7240], [1.4932, 2.1633, -1.7156], [-0.6945, 2.0851, -3.3231], [2.9646, 1.4084, -2.9160], [1.5659, -0.8121, -4.6181], [-0.7670, 0.3224, -2.9826], [3.1842, 4.3144, 3.1633], [4.3645, 4.3833, 0.7904], [3.5103, 3.2624, 3.1623], [4.5084, 3.2947, 0.8993], [3.5092, 2.7373, 1.7990], [2.8381, 2.6663, 3.7850], [2.5909, 1.8612, 1.3756], [1.7587, 1.3584, 2.1873], [4.4034, 2.8006, -0.0746], [2.5822, 1.6154, 0.2984], [4.5340, 3.2243, 3.5618], [5.5165, 3.1194, 1.3111], [-2.6190, -2.7685, 0.4317], [-3.0638, -1.9812, -0.8024], [-4.1785, -2.7234, -1.5463], [-3.4478, -0.5433, -0.4537], [-4.7287, -0.1480, -0.1317], [-5.0132, 1.1946, 0.1486], [-4.0459, 2.1873, -0.0389], [-2.7580, 1.8541, -0.4018], [-1.6941, 2.8783, -0.7812], [-2.1954, 3.8225, -1.8746], [-1.1793, 3.6786, 0.4086], [-2.3698, 0.4418, -0.3283], [-1.1850, 0.0932, -0.0897], [-3.4484, -2.8546, 1.1460], [-1.7814, -2.2671, 0.9274], [-2.3051, -3.7778, 0.1415], [-2.1982, -1.9020, -1.4808], [-5.0321, -2.9187, -0.8875], [-4.5240, -2.1463, -2.4104], [-3.7980, -3.6829, -1.9115], [-5.5260, -0.8955, -0.0990], [-6.0145, 1.4774, 0.4704], [-4.3083, 3.2458, 0.0653], [-0.8368, 2.3051, -1.1636], [-3.0030, 4.4573, -1.4899], [-1.3809, 4.4647, -2.2193], [-2.5802, 3.2584, -2.7335], [-0.7217, 3.0099, 1.1480], [-0.4215, 4.3898, 0.0635], [-1.9960, 4.2420, 0.8795]], "lowdin_spin": [0.23, 0.24, 0.09, 0.11, 0.01, 0.01, 0.00, 0.14, 0.01, 0.01, 0.00, 0.11, 0.01, 0.02, 0.01, 0.04, 0.00, 0.00, 0.00, 0.35, 0.06, 0.02, 0.02, 0.00, 0.00, 2.21, 0.15, 0.00, 0.03, 0.00, 0.00, 0.00, 0.00, 0.00, 0.00, 0.00, 0.00, 0.00, 0.00, 0.00, 0.00, 0.00, 0.00, 0.00, 0.00, 0.00, 0.00, 0.00, 0.00, 0.00, 0.00, 0.00, 0.00, 0.00, 0.00, 0.00, 0.00, 0.01, 0.07, 0.00, 0.00, 0.00, 0.00, 0.01, 0.02, 0.00, 0.16, -0.01, 0.23, -0.01, 0.18, 0.02, 0.01, 0.01, 0.07, 0.30, 0.00, 0.00, 0.00, 0.00, 0.00, 0.00, 0.00, 0.00, 0.01, 0.00, 0.00, 0.00, 0.00, 0.00, 0.00, 0.00, 0.00], "e_tot_ev": -63818.083, "multiplicity": 6, "homo_lumo_gap_ha": [0.121, 0.179], "de_lowest_ev": 0.000}

Record 6
{"formula": "C4H11N2", "method": "ωB97M-V with the def2-TZVPD basis set", "elements": ["C", "C", "C", "C", "N", "N", "H", "H", "H", "H", "H", "H", "H", "H", "H", "H", "H"], "coordinates": [[-1.0489, -0.5362, 1.3901], [2.2609, -0.4405, -0.6343], [-0.9442, 1.3874, -0.8807], [0.8314, -0.1136, -0.9007], [-1.6959, -1.5870, 1.8651], [0.4243, 1.0944, -0.9379], [-1.1527, 0.2677, 2.1442], [2.5025, -0.8309, 0.3691], [2.5582, -1.1994, -1.2620], [2.7454, 0.4224, -0.8053], [-1.3428, 1.0034, 0.0164], [-1.1054, 2.4983, -0.6892], [-1.5379, 0.9341, -1.7373], [0.0776, -0.8425, -1.1237], [-1.9854, -1.5159, 2.7730], [1.1044, 1.8587, -0.9622], [-1.6916, -2.4003, 1.3754]], "lowdin_charge": [0.02, 0.02, -0.08, -0.07, 0.08, 0.01, 0.04, 0.13, 0.07, 0.05, 0.00, 0.14, 0.14, 0.13, 0.07, 0.19, 0.06], "total_charge": 1, "e_tot_ev": -7296.902, "homo_lumo_gap_ha": 0.325, "de_lowest_ev": 4.046}